1.
{"formula": "C4H11NO", "method": "ωB97M-V/def2-TZVPD", "total_charge": 0, "smiles": "CC(N)=O.CC", "gap_ev": 10.582, "lumo_ev": 0.850, "elements": ["C", "C", "H", "H", "H", "H", "H", "H", "C", "C", "O", "N", "H", "H", "H", "H", "H"], "xyz": [[0.1493, -1.8823, 0.1565], [1.4651, -1.9790, -0.6350], [-0.1618, -0.8399, 0.1893], [-0.6280, -2.4292, -0.4091], [0.2364, -2.2938, 1.1421], [2.2381, -2.4167, 0.0387], [2.0202, -1.0567, -0.7639], [1.4276, -2.5783, -1.5442], [0.3278, 1.7426, 0.5275], [-1.1386, 2.0544, 0.4734], [-1.7644, 2.7363, 1.2698], [-1.8571, 1.4509, -0.5303], [0.8261, 2.7125, 0.3542], [0.4959, 0.9893, -0.2085], [-2.8386, 1.6524, -0.5418], [-1.4558, 0.6960, -1.0510], [0.6578, 1.4414, 1.5322]], "forces_ev_per_a": [[-0.20, 0.18, -1.81], [1.49, -0.65, 1.63], [-0.22, -0.19, 0.38], [0.19, 0.20, 0.52], [-0.07, -0.08, 0.49], [-0.57, -0.56, -0.50], [-0.64, 0.66, -0.72], [-0.03, 0.26, 0.04], [-0.23, 1.27, 0.72], [-1.89, -0.38, 0.76], [0.89, 0.31, -0.01], [1.01, 0.19, 0.06], [0.11, -0.60, -0.37], [0.93, -0.25, -0.47], [-0.15, -0.20, -0.07], [-0.23, -0.05, -0.29], [-0.40, -0.13, -0.36]]}

***

2.
{"formula": "C4H11NO", "method": "ωB97M-V/def2-TZVPD", "total_charge": 0, "smiles": "CC=O.CCN", "gap_ev": 9.820, "lumo_ev": 1.010, "elements": ["C", "C", "N", "H", "H", "H", "H", "H", "H", "H", "C", "C", "O", "H", "H", "H", "H"], "xyz": [[0.7750, -0.0243, 0.4672], [2.1692, 0.0507, -0.1398], [0.1774, 1.2597, 0.7656], [0.6587, 1.7158, 1.5332], [0.1979, 1.8600, -0.0532], [0.7617, -0.6226, 1.3833], [0.2591, -1.0141, -0.2139], [2.6005, -0.9376, -0.3047], [2.8423, 0.5686, 0.5469], [2.1294, 0.6039, -1.0799], [-2.2501, -0.2940, -0.0048], [-1.1262, -0.6194, -0.9393], [-0.9792, -0.2025, -2.0678], [-0.6895, -1.7718, -0.6695], [-1.8624, -0.2971, 1.0184], [-3.0751, -1.0005, -0.0629], [-2.5887, 0.7253, -0.1789]], "forces_ev_per_a": [[0.64, -2.67, -0.37], [0.04, 0.10, 0.43], [-0.56, -0.32, -0.65], [0.02, -0.10, -0.20], [0.04, 0.06, 0.17], [0.37, 0.28, 0.35], [1.29, 3.97, 1.98], [-0.09, -0.03, -0.17], [0.09, 0.18, -0.09], [0.09, -0.09, -0.05], [0.84, 1.03, 1.10], [-1.51, -4.13, -2.00], [0.43, 0.44, 1.15], [-1.56, 1.62, -1.02], [-0.17, -0.14, -0.07], [0.19, -0.17, -0.40], [-0.15, -0.03, -0.16]]}

***

3.
{"formula": "C4H11NO", "method": "ωB97M-V/def2-TZVPD", "total_charge": 0, "smiles": "C=CCNC.O", "gap_ev": 9.911, "lumo_ev": 0.906, "elements": ["C", "N", "C", "C", "C", "H", "H", "H", "H", "H", "H", "H", "H", "H", "H", "H", "O"], "xyz": [[0.3028, -0.0839, -2.1605], [-0.0762, -0.8260, -0.9147], [-1.2322, -0.2401, -0.2577], [-0.3996, -0.1674, 2.1311], [-1.2412, 0.2108, 1.1925], [-0.5583, 0.0976, -2.8068], [1.0651, -0.6137, -2.7395], [0.7825, 0.8601, -1.8476], [0.7869, -0.7253, -0.4195], [-1.6537, 0.5548, -0.8989], [-2.0100, -1.0152, -0.3584], [-0.4667, 0.1877, 3.1644], [0.4871, -0.7821, 2.0614], [-2.0997, 0.8323, 1.3741], [1.6912, 1.0674, 0.3547], [2.2775, -0.1455, 1.1021], [2.3443, 0.7885, 1.0234]], "forces_ev_per_a": [[0.11, 0.06, 0.66], [0.89, 0.41, -1.39], [-1.15, -0.27, -0.41], [0.40, 0.44, 1.50], [0.47, -0.76, -1.41], [0.10, 0.02, 0.17], [-0.24, -0.25, 0.18], [-0.39, 0.16, -0.52], [0.03, -0.33, 1.11], [0.37, 0.14, 0.37], [-0.13, 0.16, 0.37], [-0.42, 0.08, -0.37], [-0.20, -0.25, -0.75], [-0.12, 0.23, 0.50], [0.38, -0.28, 0.58], [-0.13, -1.13, 0.03], [0.02, 1.57, -0.60]]}

***

4.
{"formula": "C4H11NO", "method": "ωB97M-V/def2-TZVPD", "total_charge": 0, "smiles": "C=CCCN.O", "gap_ev": 9.816, "lumo_ev": 0.709, "elements": ["C", "C", "C", "C", "N", "H", "H", "H", "H", "H", "H", "H", "H", "H", "H", "H", "O"], "xyz": [[0.4117, -0.2356, 0.4958], [0.6231, 1.0202, 1.3806], [1.1766, 2.1398, 0.6906], [0.4751, 3.2379, 0.2526], [-0.6357, 0.0368, -0.5521], [1.4051, -0.6346, 0.0987], [-0.0610, -0.9632, 1.1132], [-0.5075, 1.3221, 1.7466], [1.0886, 0.7612, 2.2523], [2.2663, 2.2777, 0.4777], [-0.5373, 3.4143, 0.5293], [0.9007, 3.7185, -0.6398], [-1.0793, -0.8002, -0.8940], [-0.0124, 0.3104, -1.3497], [-1.0762, -5.0170, -1.6494], [-2.4018, -5.4473, -2.3877], [-2.0358, -5.1409, -1.5647]], "forces_ev_per_a": [[-0.28, 0.22, -0.53], [-4.96, -0.26, -0.20], [0.57, 4.19, -1.71], [1.72, -2.42, -0.58], [2.77, 0.87, -1.01], [-1.24, 0.47, 0.39], [0.17, -0.83, 0.76], [2.60, -0.66, -0.95], [1.66, -0.83, 2.23], [-0.80, -1.06, -0.11], [-0.76, -0.04, -0.06], [-0.07, 0.71, 0.99], [-0.01, -0.52, 0.29], [-1.38, 0.15, 0.49], [-0.64, -0.21, -0.31], [0.19, -0.13, -0.53], [0.46, 0.35, 0.84]]}

***

5.
{"formula": "C4H11NO", "method": "ωB97M-V/def2-TZVPD", "total_charge": 0, "smiles": "CC(C)=CN.O", "gap_ev": 9.077, "lumo_ev": 0.930, "elements": ["C", "C", "C", "N", "C", "H", "H", "H", "H", "H", "H", "H", "H", "H", "H", "H", "O"], "xyz": [[-0.2217, -1.1631, -0.3736], [-0.5197, 0.3032, -0.3691], [-0.2379, 1.0134, 0.7428], [0.4481, 0.6325, 1.9226], [-1.7093, 0.7550, -1.1829], [-1.1905, -1.6795, -0.4975], [0.2520, -1.5594, -1.2834], [0.3604, -1.5381, 0.4615], [-0.6200, 2.0309, 0.7826], [-0.2621, 0.6445, 2.6446], [0.7272, -0.3441, 1.9095], [-2.2054, -0.0808, -1.6806], [-2.4622, 1.2610, -0.5788], [-1.5124, 1.4141, -2.0360], [3.8008, -0.6997, 0.2157], [2.4082, -0.1353, -0.5202], [2.9445, -0.8545, -0.1573]], "forces_ev_per_a": [[-0.54, -0.84, -1.47], [-0.45, -0.15, 1.89], [-0.12, 0.02, -0.91], [-0.17, -0.39, -0.14], [0.00, 0.43, -1.26], [0.17, -0.01, 0.78], [0.46, 0.52, 0.08], [-0.15, -0.02, 0.05], [-0.06, -0.05, 0.21], [0.13, 0.45, 0.44], [0.28, 0.14, -0.32], [0.06, -0.23, 0.32], [0.08, -0.03, 0.09], [0.36, 0.14, 0.19], [0.28, 1.15, -0.05], [1.05, 0.28, 0.50], [-1.39, -1.39, -0.41]]}

***

6.
{"formula": "C4H11NO", "method": "ωB97M-V/def2-TZVPD", "total_charge": 0, "smiles": "C1CCNC1.O", "gap_ev": 9.676, "lumo_ev": 0.771, "elements": ["N", "C", "C", "C", "C", "H", "H", "H", "H", "H", "H", "H", "H", "H", "O", "H", "H"], "xyz": [[1.2571, -0.5136, 0.0521], [0.7123, -1.7003, 0.6771], [0.5010, 0.5504, 0.7545], [-0.7424, -1.4315, 0.9993], [-0.9275, 0.0960, 1.1352], [2.2410, -0.3997, 0.3273], [0.7184, -2.6088, 0.0445], [1.2121, -1.9519, 1.6323], [1.1594, 0.8829, 1.5799], [0.3837, 1.3999, 0.0544], [-1.3727, -1.7789, 0.1583], [-1.0153, -2.0259, 1.8924], [-1.1789, 0.1739, 2.2105], [-1.7481, 0.5693, 0.5625], [-0.3358, 2.7094, -4.3666], [0.1363, 3.5113, -4.0469], [-1.0007, 2.5176, -3.6670]], "forces_ev_per_a": [[-0.57, 0.06, 0.47], [0.10, -1.64, 0.38], [0.42, 2.30, -0.68], [-1.47, -0.71, -1.04], [0.86, -1.16, 1.37], [-0.62, -0.19, -0.44], [0.55, 0.46, 0.14], [0.12, 0.05, -0.29], [-0.87, 0.13, 0.13], [0.36, -0.13, 0.42], [0.25, -0.09, 0.41], [-0.14, 0.50, -0.43], [0.34, 0.93, -0.50], [0.66, -0.51, 0.08], [-0.21, 0.65, 1.04], [-0.53, -0.88, -0.31], [0.75, 0.23, -0.73]]}

***

We obtain relative energy (zero: lowest compared OMol25 entry of this formula, charge and spin) values of 53.5 340.1 226.3 246.5 168.2 144.0 kJ/mol for the records listed above, in that order.